1.
# C20H19BrINO5

A 2-piece molecular cluster, C20H19BrINO5 overall (the ωB97M-V functional and the def2-TZVPD basis, OMol25).

Structure (XYZ):
```
47
Properties=species:S:1:pos:R:3:forces:R:3:mulliken_charge:R:1
C -0.6472 0.0301 -0.0530 -0.06 1.77 -0.75 0.436
C -0.3401 2.4011 -0.8319 -0.37 -2.49 1.19 -0.155
H 2.1587 -5.7561 0.9237 -0.58 0.37 0.87 0.421
C 0.0831 0.9921 -0.9043 -2.21 0.99 1.67 -0.685
H 1.8141 -0.9844 -0.7340 -0.58 -0.99 0.14 0.337
H -2.2703 -4.0510 2.4131 0.92 -0.81 -0.06 0.461
C 1.6814 -5.0571 1.6651 0.89 0.92 -1.14 -0.946
C -0.4518 -3.6983 1.2866 0.73 0.09 -0.85 0.495
H -0.4517 -4.2812 4.5943 -0.02 0.82 -0.54 0.279
H 0.2027 3.1677 -1.4373 -0.77 -0.82 0.76 0.236
Br 4.4674 -5.2193 2.9047 -0.53 0.00 -0.20 -0.173
H -2.4055 -2.0805 3.6172 0.68 -0.22 0.80 0.380
C -1.7863 -2.5637 4.4167 -0.25 -0.84 -0.33 -1.028
C -0.6788 -3.5052 3.8143 -0.04 -0.59 0.63 -0.340
C -0.2125 -1.4400 -0.0580 0.84 0.67 -0.03 0.911
H -0.9884 -5.4037 2.5862 -0.40 0.94 0.04 0.449
H 0.9086 0.6471 -1.5602 -0.79 0.51 0.44 0.383
C 1.0671 -1.7514 -0.4335 -1.38 -1.30 0.89 -0.618
O 2.1046 -3.8275 -1.1866 -0.10 0.05 0.64 -0.542
H -2.4603 -3.1807 5.0699 0.56 0.79 -0.65 0.450
H 0.4195 7.4542 -2.9498 0.03 -0.05 -0.01 0.271
H 0.2877 6.3332 -5.7827 -0.02 0.04 0.06 0.264
C -1.4348 2.7157 0.0787 0.90 0.29 -0.98 -0.280
C 0.8815 6.9950 -3.8277 -0.04 0.40 -0.06 -0.427
O 1.3530 3.6504 -3.2095 0.32 0.42 -0.06 -0.605
C -1.1564 -2.6163 0.3901 1.04 0.06 0.45 0.012
O -2.3082 -2.7052 0.0487 0.43 0.23 0.39 -0.526
C 0.8162 -4.0146 0.8885 -0.82 -0.04 0.53 0.713
H -0.5958 4.3005 -4.9862 -0.06 -0.19 0.30 0.335
C -0.3672 5.0263 -4.2085 0.06 0.35 -0.43 -0.386
N -2.1450 1.8518 0.8555 2.06 -0.68 -1.44 -0.581
C 0.9656 4.7297 -3.5644 -0.12 -0.46 0.21 0.539
C 2.8840 -4.2282 2.2947 -1.18 0.08 -0.18 0.452
I -0.9760 -1.0041 5.7110 -0.28 -0.61 -0.56 0.002
H -1.7307 3.7961 0.1407 0.16 -1.17 0.03 0.306
H 0.2683 -2.9421 3.6249 -0.82 -0.46 -0.03 0.363
C 1.4249 -3.2760 -0.3571 -0.38 1.02 0.63 0.092
H -1.1423 5.0223 -3.4390 0.02 -0.15 -0.02 0.248
C -0.1426 6.4148 -4.7813 -0.33 0.12 -0.28 -0.493
H 1.5235 7.7296 -4.3126 0.14 -0.13 0.17 0.304
O 1.6710 5.8762 -3.3960 -0.03 -0.33 -0.04 -0.353
H 1.0930 -5.5887 2.4508 0.74 0.37 -0.66 0.324
C -1.1800 -4.3069 2.5215 0.14 1.80 -0.48 -1.409
H -1.0505 7.0133 -4.8543 0.08 0.03 0.05 0.326
C -1.7289 0.5627 0.7710 0.67 -1.10 -0.50 -0.208
O 2.8549 -3.0467 2.3937 0.27 -0.60 0.00 -0.397
H -2.2797 -0.1810 1.4060 0.46 0.87 -0.63 0.360
```
Forces are in eV/Å.

The calculation puts the HOMO energy at -9.03 eV. Its multiplicity is 1. The frontier orbital gap comes out at 8.18 eV. Its charge is 0.

=====

2.
# C20H19BrN7O5RuS

C20H19BrN7O5RuS as an isolated structure (the ωB97M-V functional and the def2-TZVPD basis, OMol25).

Structure (XYZ):
```
54
Properties=species:S:1:pos:R:3:forces:R:3:mulliken_charge:R:1
H 5.2703 -1.2797 2.2786 -0.03 -0.01 0.04 0.365
H 6.9292 0.4876 -0.5840 0.02 0.03 -0.01 0.417
C -1.4365 -1.8620 -4.5216 0.04 0.13 0.12 -1.023
H 5.1336 -3.2240 0.6353 -0.01 -0.02 -0.05 0.451
C -3.4450 0.6109 -0.6838 0.65 -0.14 0.25 -0.873
O 1.0390 1.5817 -2.0177 -0.40 -0.93 0.41 -0.501
H 4.6681 0.0247 1.2187 -0.02 0.03 0.02 0.239
N -0.7223 -0.8570 -2.4891 1.06 -0.24 -0.13 -0.264
H 5.6213 -2.9701 -1.0534 -0.12 -0.05 0.01 0.371
C -4.5089 0.3943 -1.5484 -0.02 -0.18 -0.65 -0.521
C 6.2940 -0.3361 -0.9064 0.07 -0.10 0.00 -1.151
C -7.5447 -1.3156 -5.0945 0.05 0.17 -0.01 -0.061
H 7.0431 -1.7665 0.5090 -0.06 -0.04 0.02 0.295
N 1.7392 -1.6721 -0.5200 -0.12 0.72 -0.71 -0.450
H -5.4980 0.7462 -1.2965 -0.01 -0.01 0.04 0.504
C 5.5359 -0.5859 1.4776 0.09 -0.09 -0.02 -1.432
Br -11.3865 -1.2636 -6.5700 -0.11 -0.03 -0.07 -0.133
C 5.2057 -2.4904 -0.1686 0.33 -0.08 0.08 -1.132
C -0.4358 -1.5154 -3.5962 -0.17 -0.21 -0.36 -0.119
O 3.2144 0.7274 -1.4749 -0.20 0.09 -0.64 -0.434
O -1.1188 0.3175 -0.2583 2.26 0.26 0.18 -0.653
C -4.3384 -0.2462 -2.7822 0.48 0.89 0.94 -0.060
H 2.8815 -1.5464 1.2920 0.04 0.09 0.03 0.563
C -8.6823 -1.6091 -5.8102 -0.14 0.04 0.06 -0.655
C -2.1726 0.1668 -1.0340 -1.76 -0.19 -0.69 1.058
H -3.5732 1.1238 0.2593 -0.09 0.01 0.03 0.478
C -3.0446 -0.7342 -3.1480 -0.45 -0.03 -0.07 0.539
O 2.7947 3.0714 -0.8425 -0.41 0.35 -0.72 -0.562
C -1.9959 -0.4864 -2.2686 0.04 0.26 0.74 0.356
N 3.3760 -2.2743 -1.7972 0.07 -0.07 0.35 -0.734
H -8.7137 1.2778 -3.2321 0.06 0.07 -0.02 0.444
H 5.3477 0.0850 -1.2446 0.04 0.02 0.01 0.115
S 2.2930 1.7705 -1.0507 1.27 -0.35 1.88 1.189
C 2.8301 -1.7384 0.2360 -0.14 0.05 0.27 -0.218
C 6.0827 -1.3106 0.2490 -0.18 0.23 -0.06 0.860
H -10.7759 0.7406 -4.5147 -0.02 0.03 -0.01 0.417
H 6.7805 -0.8244 -1.7513 0.01 0.00 -0.03 0.386
N -5.3631 -0.4528 -3.6815 -1.03 -0.69 -0.70 0.092
N 2.1451 -2.0027 -1.7732 -0.30 -0.29 -0.65 0.269
O 1.6209 1.1995 0.2058 -0.33 -0.01 0.06 -0.515
C -9.8392 -0.8547 -5.5971 0.23 0.02 0.09 0.176
H -3.5263 -1.7263 -5.0023 -0.01 0.03 -0.02 0.523
C -9.8649 0.1842 -4.6755 -0.05 -0.08 -0.05 -0.537
H 0.6015 -1.7836 -3.7449 -0.04 -0.03 -0.01 0.474
C -2.7394 -1.4693 -4.3081 0.24 -0.04 -0.01 -0.167
N -6.4404 0.1454 -3.4472 0.71 -0.05 0.75 -0.468
H 6.2927 0.0886 1.8732 -0.02 0.06 0.00 0.424
H -8.6895 -2.4166 -6.5276 -0.03 -0.02 0.00 0.411
H -1.1645 -2.4332 -5.3962 0.02 0.01 -0.02 0.421
Ru 0.5515 -0.0266 -1.0240 -1.41 0.67 -0.27 0.811
H -6.6387 -1.8861 -5.2355 -0.01 -0.02 -0.02 0.390
N 3.8273 -2.1299 -0.5320 -0.02 -0.12 0.15 0.722
C -8.7172 0.4867 -3.9681 0.10 -0.17 -0.01 -0.275
C -7.5513 -0.2508 -4.1835 -0.17 0.03 -0.51 0.171
```
Forces are in eV/Å.

The calculation puts the HOMO energy (alpha / beta) at -10.93 / -10.94 eV. Its multiplicity is 1. The frontier orbital gap (alpha / beta) comes out at 4.66 / 4.67 eV. For the energy relative to the best compared isomer or geometry (same formula, charge and spin), the calculation gives 0.0 kJ/mol. Its charge is +1.

=====

3.
# C20H19ClFN5O3

One molecule with the formula C20H19ClFN5O3 (the ωB97M-V functional and the def2-TZVPD basis, OMol25).

Structure (XYZ):
```
49
Properties=species:S:1:pos:R:3:forces:R:3:mulliken_charge:R:1
C -4.2047 -2.3341 1.2964 -10.29 -4.07 -0.38 -0.443
H -5.2205 -3.6400 -0.1597 0.20 1.31 0.30 0.421
C -0.8042 1.9173 -0.0482 5.65 9.94 0.52 0.792
H 2.3379 2.3840 1.0866 -0.44 0.89 -1.88 0.005
H -0.1926 5.0678 -1.1922 0.21 2.17 -1.08 0.414
C -1.9075 1.1217 0.0245 3.06 -8.18 1.61 -1.744
H -0.9835 -2.6378 -2.6942 -0.88 -3.24 -8.15 0.505
H 4.7994 -0.6454 -1.9279 0.46 0.64 0.53 0.339
C 4.4096 0.1791 1.9313 -5.20 -2.20 3.16 -0.617
H -1.6798 0.3878 2.1026 -1.71 1.47 -2.12 0.252
N 1.4155 -2.0762 -2.6912 -2.33 0.96 2.42 -0.907
H -2.8212 1.8558 1.6417 -0.05 -0.73 0.53 0.399
H 0.4646 0.9521 1.1322 1.31 1.47 0.07 -0.123
H 6.6988 0.6529 -0.6431 1.36 0.33 -1.00 0.445
H -0.4938 -0.8019 0.1064 -3.25 3.02 -1.30 0.257
Cl -2.3248 3.4148 -1.4571 -8.51 2.05 -5.12 -0.257
C 2.5236 -1.0926 -1.1104 -10.66 -3.76 1.77 0.325
H -3.9135 -3.0470 1.9449 0.24 -3.30 2.28 0.499
H 4.3173 0.1581 3.0090 -0.05 0.29 0.42 0.365
O -4.8984 0.2010 1.5055 2.88 -1.20 0.25 -0.567
C -3.7303 -0.1516 1.4364 0.43 0.96 -2.10 0.278
C -1.6611 -1.2223 -1.5718 -4.03 10.84 4.02 0.938
C 1.2882 3.8855 0.0653 -5.22 8.88 -8.47 -0.709
H -5.2377 -1.9025 1.6157 1.63 -0.57 0.15 0.276
C -1.0432 3.2872 -0.6865 9.83 -3.98 3.73 0.521
C 0.0763 4.1390 -0.8396 -0.08 -2.53 4.86 -0.659
C -2.4786 0.8570 1.2963 -1.59 -1.46 5.91 -0.034
C 5.7356 0.3937 -0.3646 0.73 0.98 8.92 -0.808
H -3.5254 -3.4550 -0.4071 -1.26 1.57 0.36 0.054
N 0.5231 -1.9509 -1.5718 6.80 0.79 -1.68 0.684
O -2.6064 -0.6866 -2.1256 -1.36 -2.93 -3.48 -0.694
H 1.9876 4.5486 -0.2379 2.67 2.33 0.22 0.507
N 2.4851 -1.5260 -2.2833 2.06 -1.24 -5.29 -0.183
C 3.4510 -0.6633 -0.3392 8.03 5.26 10.21 0.721
H -2.4835 1.0863 -0.7283 -5.40 1.97 -5.25 1.209
N 1.1657 -1.4360 -0.4923 0.67 -0.12 -3.28 -0.420
O -3.2900 -1.5277 1.2525 7.02 11.68 1.19 -0.229
C 1.4851 2.7152 0.3690 7.41 -5.92 6.96 -0.214
H -1.0179 -3.0500 -1.0803 -0.53 -0.24 -0.39 0.321
H -4.6385 -1.8871 -0.9074 0.50 -2.81 2.69 0.146
H 6.3299 0.7888 1.9338 2.69 1.09 1.80 0.512
C 3.2641 -0.3699 1.2823 11.71 2.08 -12.86 0.666
F 2.2503 -0.6849 1.7119 -10.54 -2.93 6.15 -0.203
C -4.4530 -2.8184 -0.0469 0.20 -1.97 -5.62 -0.773
N -1.3935 -0.2574 -0.4818 7.16 -7.17 2.49 0.042
C -0.7969 -2.2929 -1.8544 0.99 0.06 9.70 -1.236
C 0.4747 1.9870 0.6530 -9.84 -10.28 -0.73 0.089
C 4.7827 -0.2840 -0.8722 -4.97 -3.00 -3.69 -0.580
C 5.5346 0.4611 1.4179 2.23 0.78 -9.37 -0.586
```
Forces are in eV/Å.

The calculation puts the HOMO energy at -7.84 eV. Its multiplicity is 1. The frontier orbital gap comes out at 7.09 eV. For the energy relative to the best compared isomer or geometry (same formula, charge and spin), the calculation gives 1954.1 kJ/mol. Its charge is 0.

=====

4.
# C20H19Co2N2O8

C20H19Co2N2O8 as an isolated structure (the ωB97M-V functional and the def2-TZVPD basis, OMol25).

Structure (XYZ):
```
51
Properties=species:S:1:pos:R:3:forces:R:3:mulliken_charge:R:1
O -0.9839 -4.1536 1.8639 -0.13 2.94 -0.14 -0.253
C -8.4065 3.7007 0.5738 -0.05 -0.45 -0.09 -1.571
H -3.6859 3.3972 -2.6072 -0.12 -0.41 0.27 0.250
C -1.9372 3.3840 1.5408 -0.15 -0.42 -0.49 -0.418
C -7.5070 4.9126 0.5145 -0.13 0.32 0.48 1.591
H -7.7281 5.3186 -1.5841 -0.16 0.20 0.08 0.360
N -4.4002 3.6657 -0.7945 -0.38 -0.05 0.06 0.101
Co -1.5155 -1.3365 1.3431 0.34 1.65 -3.45 0.216
H -8.9051 6.1507 -0.5290 0.19 -0.02 -0.06 0.435
O -6.5280 3.3139 -1.5358 0.96 0.25 0.65 -0.666
C -1.7962 -0.7257 -3.0584 -2.31 1.77 -2.85 0.081
C -5.7603 3.7790 -0.7051 -0.47 0.63 0.21 0.644
H -8.3272 3.1380 -0.3578 -0.25 0.02 0.29 0.352
C -2.5713 -0.8426 2.6544 -3.17 0.80 2.24 0.225
C -2.4676 1.2531 0.3830 0.58 0.04 1.14 -0.426
C -0.0646 -0.4660 1.8436 4.72 3.16 1.11 0.201
H -3.4259 1.3069 0.9221 0.36 -0.09 -0.06 0.786
C -0.1703 4.8441 0.7639 -0.24 -0.34 0.03 -0.490
C 0.1704 3.9037 -0.2067 0.00 -0.48 -0.20 -0.759
H 0.3813 5.7794 0.8413 -0.15 -0.21 -0.04 0.423
H -1.5029 5.3024 2.3982 0.07 -0.18 -0.15 0.441
O 0.8268 0.2326 2.1029 -2.85 -2.25 -0.74 -0.262
H -6.9707 6.5734 1.8180 -0.15 -0.21 -0.04 0.393
H -7.3187 5.0596 2.6837 -0.09 0.08 -0.23 0.384
H -2.7674 3.1716 2.2290 0.35 0.16 -0.31 0.465
O 1.6174 0.0091 -1.5413 -3.26 -1.58 0.03 -0.254
C -1.1462 -3.0222 1.7241 -0.29 -3.78 0.01 0.231
H -8.6504 5.9998 1.9660 0.31 -0.09 -0.03 0.408
C -1.2278 4.5747 1.6371 -0.04 -0.09 0.19 -0.599
C -0.7654 -2.8225 -1.5692 0.72 -4.06 -0.81 0.285
C -7.6088 5.6792 1.8244 0.27 0.15 0.30 -1.667
Co -1.1389 -1.0636 -1.4360 1.23 -0.96 2.67 0.044
C -2.1408 0.0434 -0.1952 -0.12 -1.93 -0.65 -0.846
O -3.3024 -0.4092 3.4305 1.86 -0.98 -1.54 -0.247
C 0.5508 -0.4454 -1.5312 4.13 2.38 -0.15 0.147
C -1.6133 2.4246 0.5328 -0.17 0.55 -0.05 1.066
H -4.6797 2.2060 -2.0555 0.36 0.28 0.00 0.283
H 0.9772 4.1112 -0.9034 -0.08 -0.02 0.13 0.427
O -6.0836 4.5046 0.4043 -0.36 -0.57 -0.89 -0.441
N -3.8896 2.8091 -1.7902 0.06 0.08 -0.10 -0.564
H -3.8263 3.9032 0.0086 -0.12 -0.21 -0.40 0.153
H -0.2952 1.9828 -1.1215 -0.03 0.44 0.38 0.240
O -2.3091 -0.3769 -4.0366 1.79 -1.34 2.88 -0.248
H -7.2131 6.7195 -0.6000 -0.19 -0.11 -0.08 0.383
O -0.5292 -3.9526 -1.6222 -0.73 3.32 0.30 -0.261
C -0.5225 2.6961 -0.3211 -0.30 0.12 -0.01 -0.114
C -7.8617 5.8354 -0.6309 0.24 0.09 -0.31 -1.577
H -9.4428 4.0244 0.7222 0.20 -0.07 0.00 0.444
C -2.5609 -1.3042 -0.3064 -2.50 1.49 0.18 0.413
H -3.5523 -1.7007 -0.5395 0.37 -0.07 0.32 0.427
H -8.1114 3.0640 1.4163 -0.12 0.04 -0.13 0.365
```
Forces are in eV/Å.

The calculation puts the HOMO energy at -11.99 eV. Its multiplicity is 1. The frontier orbital gap comes out at 6.49 eV. For the energy relative to the best compared isomer or geometry (same formula, charge and spin), the calculation gives 0.0 kJ/mol. Its charge is +1.

=====

5.
# C20H19F2N3O

One molecule with the formula C20H19F2N3O (the ωB97M-V functional and the def2-TZVPD basis, OMol25).

Structure (XYZ):
```
45
Properties=species:S:1:pos:R:3:forces:R:3:mulliken_charge:R:1
F -3.1562 2.6515 -1.9623 0.25 -0.05 -0.10 -0.342
C -2.9561 1.0374 -3.6331 0.06 0.06 0.12 -0.577
O 2.5763 -0.7457 0.5822 0.02 -0.05 0.05 -0.670
H -0.2002 -0.4229 -4.8938 0.06 -0.05 -0.05 0.388
N 1.2262 2.0121 0.7095 0.06 0.00 0.14 -0.006
C -0.7646 -4.0888 3.1201 0.01 0.05 0.00 -0.869
H -0.4311 0.7263 0.3238 -0.02 0.05 0.05 0.269
H -1.2420 -1.6354 4.5069 0.10 0.05 -0.10 0.185
H 1.6612 0.8790 -1.0347 0.06 0.08 0.02 0.263
H 2.8380 2.1356 -0.5930 0.01 -0.06 -0.04 0.375
F 1.1435 -5.6149 0.4581 -0.01 0.01 0.02 -0.347
C -0.2164 1.0009 -3.3134 -0.02 0.07 0.14 -0.310
C -0.2667 -5.0256 2.2406 0.05 -0.02 -0.06 -0.591
C 0.6920 -2.4256 2.0599 -0.34 -0.06 0.35 0.751
H 1.9295 -3.1255 0.4344 0.05 -0.01 -0.07 0.622
C -0.8947 2.7720 -0.1985 -0.15 -0.34 0.44 -1.437
C 1.7730 1.8978 -0.6315 -0.02 0.21 -0.29 -0.143
H 3.0149 1.5763 1.6412 -0.04 -0.10 0.10 0.476
H -1.5048 -4.3557 3.8587 -0.08 -0.07 0.07 0.375
C -0.8173 0.2106 -4.2745 -0.07 -0.09 -0.13 -0.959
C 1.9035 -0.2442 1.4640 -0.08 0.38 0.24 1.245
C 1.1887 -3.3782 1.1742 -0.04 -0.37 -0.07 -0.479
H -0.5822 1.8293 1.7171 -0.03 -0.04 0.02 0.370
C 0.6904 -4.6552 1.2944 0.04 0.21 0.02 0.177
C 0.1476 -0.6245 3.2935 0.25 0.18 -0.18 -0.710
H 1.2201 3.9081 -1.1338 0.06 -0.04 -0.06 0.403
H -1.9681 2.6061 -0.1760 0.05 0.05 -0.06 0.493
H -4.0289 1.0896 -3.7362 -0.10 0.04 0.02 0.427
H 0.0455 0.3398 3.7532 -0.01 0.15 0.06 0.387
H 1.5837 1.5328 2.6956 0.03 -0.02 0.03 0.497
C 1.9700 1.2622 1.7125 0.15 0.04 -0.25 -1.281
N -0.5810 -1.6712 3.7483 -0.25 0.26 0.36 0.029
H -0.6858 3.7753 0.1856 -0.04 -0.05 0.04 0.411
C 1.0511 2.9030 -1.5352 0.29 -0.13 0.00 -1.487
H 1.4452 2.8696 -2.5505 0.00 0.03 0.03 0.576
C -0.2776 -2.7924 3.0197 0.39 -0.39 -0.57 -0.519
C -2.3449 1.8323 -2.6884 -0.15 -0.09 -0.01 0.567
C -2.1904 0.2128 -4.4389 0.05 -0.01 -0.01 -0.411
H 0.8552 0.9523 -3.2093 0.09 0.02 0.07 0.243
C -0.1988 1.7400 0.6982 -0.22 0.31 -0.11 -0.103
H -0.6030 -6.0497 2.2672 -0.03 -0.10 -0.01 0.446
H -2.6607 -0.4093 -5.1834 -0.05 -0.06 -0.07 0.377
C 0.9538 -1.0227 2.2482 -0.10 -0.32 0.13 0.115
C -0.9581 1.8397 -2.4713 -0.24 -0.12 -0.28 0.676
N -0.3795 2.6955 -1.5493 -0.05 0.38 0.01 0.104
```
Forces are in eV/Å.

The calculation puts the HOMO energy at -7.66 eV. Its multiplicity is 1. The frontier orbital gap comes out at 8.10 eV. For the energy relative to the best compared isomer or geometry (same formula, charge and spin), the calculation gives 4.0 kJ/mol. Its charge is 0.

=====

| no. | DFT total energy (a.u.) | strongest force on any atom (eV Å⁻¹) |
| --- | --- | --- |
| 1 | -4076.10095 | 2.941 |
| 2 | -4599.78967 | 2.299 |
| 3 | -1832.37513 | 17.514 |
| 4 | -4250.15470 | 5.786 |
| 5 | -1212.76928 | 0.798 |